{"formula": "C32H30N5NiOS2", "method": "ωB97M-V with the def2-TZVPD basis set", "energy_ev": -105878.5388, "multiplicity": 3, "relative_energy_kcal_mol": 7.1, "orbital_gap_ev": [7.47, 7.08], "mol_weight_g_mol": 623.45, "charge": 1, "lumo_energy_ev": [-2.20, -2.58], "s2": 2.00, "symbols": ["Ni", "S", "S", "O", "N", "N", "N", "N", "N", "C", "C", "C", "C", "C", "C", "C", "C", "C", "C", "C", "C", "C", "C", "C", "C", "C", "C", "C", "C", "C", "C", "C", "C", "C", "C", "C", "C", "C", "C", "C", "C", "H", "H", "H", "H", "H", "H", "H", "H", "H", "H", "H", "H", "H", "H", "H", "H", "H", "H", "H", "H", "H", "H", "H", "H", "H", "H", "H", "H", "H", "H"], "coordinates": [[0.456105, -0.500551, -1.045250], [1.640006, 2.862203, -1.620032], [-0.079448, 0.395855, 2.076113], [0.254482, 0.706554, 0.627763], [2.431225, -0.674986, -0.381713], [0.793945, -2.556352, -1.464480], [-1.110978, 3.400899, -1.321642], [-1.658933, -0.620804, -1.027339], [0.292638, -0.360119, -3.081454], [-0.407723, -0.581767, -5.743536], [1.986854, -3.030850, -0.719483], [3.124034, 0.338322, 0.153028], [1.158487, 1.315503, 2.980012], [1.570579, 0.833507, 4.211717], [-3.760906, -1.730515, -1.064483], [-1.695204, -2.980657, -1.713477], [-4.415168, -0.549602, -0.746566], [3.096792, 2.681824, 4.368800], [-1.543197, 1.352992, 2.428942], [1.708164, 2.458531, 2.414303], [-0.534695, 0.627778, -5.082456], [-2.921790, 3.264725, 2.065119], [0.034539, 3.215311, -1.447536], [2.681207, 3.142819, 3.123533], [-3.627967, 1.528027, 3.585078], [-1.754346, 2.571439, 1.798036], [2.547427, 1.529703, 4.911701], [-3.669586, 0.608006, -0.615794], [-2.384152, -1.733521, -1.224987], [-0.180992, 0.699223, -3.746748], [-3.851214, 2.747461, 2.962804], [-2.469550, 0.814239, 3.309223], [4.112259, 0.133355, 1.099198], [0.415767, -1.529070, -3.717970], [-0.382527, -3.357150, -1.040519], [2.697403, -1.923457, 0.013856], [3.638695, -2.205008, 0.988663], [4.358965, -1.155938, 1.537497], [1.037088, -2.647297, -2.927116], [-2.296572, 0.527430, -0.755642], [0.071835, -1.682220, -5.047867], [-0.906475, 1.511573, -5.580235], [2.829430, 1.325825, -0.177811], [0.183050, -2.645074, -5.529492], [-4.119365, 1.567383, -0.403470], [1.409124, 2.780791, 1.422905], [-4.314396, -2.649474, -1.204437], [4.650562, 0.977832, 1.504870], [-4.357406, 1.128053, 4.276589], [3.857511, 3.223732, 4.915495], [3.119679, 4.037281, 2.700556], [5.101512, -1.345681, 2.301726], [1.138578, -0.072569, 4.620727], [-0.680862, -0.671986, -6.786582], [2.710274, -3.447561, -1.423884], [-3.105139, 4.205416, 1.563108], [-2.291198, -0.151044, 3.769360], [-4.759081, 3.298029, 3.172361], [-1.043867, 2.953338, 1.073546], [1.722197, -3.847109, -0.047876], [3.809401, -3.226055, 1.304046], [-0.281651, 1.621838, -3.187645], [-1.545567, -2.888349, -2.793323], [-0.180074, -4.413488, -1.252243], [2.878586, 1.169531, 5.876679], [-0.471698, -3.251285, 0.042725], [-1.686359, 1.418601, -0.665850], [0.726023, -3.622850, -3.312034], [-2.379394, -3.819867, -1.589426], [-5.489705, -0.537675, -0.620221], [2.112763, -2.565002, -3.089455]], "atomic_forces_ev_per_a": [[-0.16, 0.45, -0.16], [0.08, -0.04, -0.15], [0.02, 0.27, 0.23], [-0.03, -0.27, -0.13], [-0.04, -0.09, 0.06], [-0.05, -0.08, 0.05], [0.05, 0.05, -0.06], [0.04, -0.06, 0.00], [0.05, -0.08, -0.04], [0.01, 0.00, 0.02], [0.09, 0.06, -0.08], [0.06, -0.06, 0.10], [-0.05, -0.06, -0.04], [-0.04, -0.02, 0.02], [-0.02, 0.00, -0.01], [0.07, 0.03, 0.02], [0.05, 0.02, 0.00], [0.00, 0.01, -0.01], [-0.02, -0.06, 0.05], [-0.01, -0.04, -0.06], [0.01, -0.02, 0.01], [-0.04, -0.02, 0.03], [-0.17, -0.03, 0.18], [0.03, 0.01, 0.01], [0.00, -0.01, 0.01], [0.17, -0.01, -0.07], [-0.02, -0.02, 0.01], [-0.01, -0.05, -0.02], [-0.02, 0.03, -0.03], [-0.03, 0.10, 0.06], [0.01, 0.03, -0.03], [0.05, -0.06, 0.01], [-0.05, 0.04, -0.05], [-0.05, 0.08, 0.01], [-0.05, -0.02, -0.08], [0.08, 0.01, -0.01], [0.06, 0.01, -0.01], [0.02, -0.07, 0.04], [0.07, 0.05, 0.05], [0.05, 0.02, 0.02], [-0.01, -0.01, -0.04], [0.00, -0.01, 0.00], [0.02, 0.02, -0.01], [0.00, 0.01, 0.00], [-0.01, -0.01, 0.00], [-0.02, 0.03, -0.01], [0.00, 0.01, 0.00], [-0.01, 0.02, -0.01], [0.01, -0.01, -0.01], [-0.01, -0.01, 0.00], [-0.01, -0.01, 0.00], [0.00, 0.00, -0.01], [0.01, 0.01, 0.00], [0.00, 0.00, 0.01], [-0.05, -0.12, 0.01], [0.01, 0.00, 0.01], [-0.01, 0.02, 0.01], [0.00, 0.00, 0.00], [-0.05, 0.01, 0.03], [-0.05, 0.09, 0.11], [0.00, 0.00, -0.02], [0.03, -0.07, -0.02], [-0.01, -0.01, -0.01], [0.03, 0.00, 0.00], [0.00, 0.00, -0.01], [-0.02, 0.02, 0.00], [-0.05, -0.06, 0.00], [-0.01, -0.01, 0.00], [0.00, 0.00, 0.04], [0.00, 0.00, 0.00], [0.01, -0.03, 0.03]], "mulliken_spin": [1.76, 0.01, 0.01, 0.01, 0.03, 0.06, 0.00, 0.04, 0.05, 0.00, -0.01, 0.00, 0.00, 0.00, 0.00, 0.00, 0.00, 0.00, 0.00, 0.00, 0.00, 0.00, 0.00, 0.00, 0.00, 0.00, 0.00, 0.00, 0.00, -0.01, 0.00, 0.00, 0.00, 0.00, 0.00, 0.02, 0.00, 0.00, 0.00, -0.01, 0.00, 0.00, 0.00, 0.00, 0.00, 0.00, 0.00, 0.00, 0.00, 0.00, 0.00, 0.00, 0.00, 0.00, 0.00, 0.00, 0.00, 0.00, 0.00, 0.00, 0.00, 0.00, 0.00, 0.00, 0.00, 0.00, 0.01, 0.00, 0.00, 0.00, 0.00]}